1.
Molecular formula: C4H10O
Method: DFT, ωB97M-V/def2-TZVPD

Each line ends with the Löwdin charge.
Geometry (Å):
C -0.699422 0.024163 0.527747  -0.229
H -0.518668 0.807325 1.275277  0.117
H 0.519543 2.272331 -0.559399  0.085
H -1.660279 0.254000 0.047902  0.112
C 0.390051 1.442841 -1.263306  -0.060
C 0.417113 0.120099 -0.513297  -0.472
H -1.446347 -1.331170 2.064294  0.070
H -0.560134 1.577139 -1.791467  0.080
H -1.116050 -2.114295 0.512106  0.074
H 2.018498 -0.879042 0.022243  0.088
H 0.299739 -0.703538 -1.236576  0.143
O 1.690317 0.019720 0.124163  -0.047
H 1.206976 1.482866 -1.989852  0.079
C -0.765924 -1.340704 1.206746  -0.109
H 0.224587 -1.631735 1.573419  0.068

Forces on the atoms, in the same order (eV/Å):
C 0.0 0.1 0.0
H 0.0 -0.1 -0.1
H 0.0 -0.1 -0.1
H 0.2 0.0 0.1
C 0.0 0.0 0.0
C -0.3 0.1 -0.2
H 0.1 0.0 -0.1
H 0.1 0.0 0.1
H 0.1 0.1 0.1
H 0.0 0.1 0.1
H 0.0 0.1 0.1
O 0.2 -0.2 0.0
H -0.1 0.0 0.1
C 0.0 -0.1 0.0
H -0.2 0.0 0.0

Values from the calculation:
HOMO level: -10.22 eV
SMILES: CC[C@@H](C)O
HOMO-LUMO gap: 11.22 eV

=====

2.
Molecular formula: C5H10O2
Method: DFT, ωB97M-V/def2-TZVPD

Each line ends with the Löwdin charge.
Geometry (Å):
H 1.931524 -0.329409 1.902016  0.084
H 1.704365 1.167032 -0.110047  0.152
O 1.235305 -0.301575 -1.403698  -0.032
H -2.878727 0.107042 0.560090  0.116
C 1.188958 0.198917 -0.080236  -0.397
H -0.898940 0.915370 -1.666373  0.110
H 0.643350 -1.067737 -1.415603  0.099
H -1.632714 2.030738 -0.466881  0.109
H -0.265114 0.940974 1.337291  0.154
C -2.125985 -0.159885 -0.194540  -0.167
H 2.921691 -0.927754 0.548931  0.082
C -1.258380 1.020346 -0.640040  -0.078
C -0.248097 0.437573 0.358267  -0.295
O -0.991356 -0.801784 0.415332  -0.097
C 1.898497 -0.743909 0.888049  -0.039
H 1.365435 -1.700230 0.930979  0.084
H -2.589810 -0.785706 -0.963537  0.116

Forces on the atoms, in the same order (eV/Å):
H 0.0 0.0 -0.2
H -0.1 -0.1 0.0
O -0.2 -0.2 0.0
H 0.1 -0.1 -0.1
C 0.0 0.2 0.2
H -0.1 0.1 0.1
H 0.1 0.0 -0.1
H 0.1 -0.1 0.0
H 0.0 -0.1 -0.1
C -0.3 0.0 -0.1
H -0.1 0.0 0.0
C 0.0 0.1 -0.1
C 0.2 0.2 0.0
O 0.0 -0.1 0.1
C 0.0 0.0 0.0
H 0.1 0.1 0.0
H 0.1 0.1 0.1

Values from the calculation:
HOMO level: -9.85 eV
HOMO-LUMO gap: 10.90 eV

=====

3.
Molecular formula: C15H52O11
Method: DFT, ωB97M-V/def2-TZVPD

Each line ends with the Löwdin charge.
Geometry (Å):
H 3.835800 15.482750 4.296550  -0.062
C 3.087270 12.632070 -0.659050  -0.517
O 4.385330 13.141730 -0.273730  -0.104
H 3.829550 13.346090 8.488460  0.134
H 4.016110 13.605070 6.062260  0.063
H 11.130530 14.259880 7.868290  0.073
H 6.869210 13.560410 8.391680  0.070
C 6.844340 10.848370 4.532940  -0.067
H 2.228090 12.890900 2.611250  0.016
O 9.065550 11.697110 4.666580  -0.041
O 5.832660 13.792460 2.376030  -0.081
C 4.760330 13.773120 8.115090  -0.474
H 2.890790 14.393090 3.836690  -0.058
H 6.565870 11.418700 3.646770  0.045
H 11.073660 13.504230 6.413670  0.077
H 6.299380 15.239970 1.028750  -0.012
O 6.433650 16.045840 0.529980  -0.060
C 8.138020 17.472540 3.354590  -0.056
C 7.977210 11.441630 5.398830  -0.556
H 7.123950 9.880220 4.117470  0.069
H 5.945390 14.369660 3.131250  0.013
H 4.784400 12.481960 0.298160  0.030
C 3.133970 11.600690 -1.780980  -0.083
H 8.247730 14.923330 4.673330  0.064
H 5.733060 13.738660 6.015710  0.064
H 3.817900 10.768540 -1.614000  0.058
H 9.747720 15.723580 4.576120  0.065
H 11.659920 15.171310 6.470700  0.083
H 7.180580 20.389560 1.594130  0.075
H 2.176410 11.093080 -1.897220  0.063
O 8.341950 12.812300 2.150490  -0.058
H 9.194960 17.607120 3.124650  0.088
H 8.420370 12.159660 1.454680  0.053
H 5.998980 10.605730 5.176830  0.060
H 5.563780 19.002500 2.163390  0.106
H 4.027620 15.467720 7.607240  0.081
O 5.991020 18.190620 2.446080  -0.067
H 4.942190 12.264850 6.486760  0.067
C 9.302880 14.786110 4.909810  -0.045
O 4.754860 15.196760 8.172320  -0.051
H 9.812800 13.920070 4.487830  0.073
H 3.368970 12.081600 -2.730510  0.073
C 5.929810 13.331580 8.894940  -0.076
H 8.700510 20.082990 2.360300  0.079
H 4.884420 13.698860 2.284930  0.009
H 8.550030 9.609580 6.554540  0.071
H 5.437670 16.671920 3.599940  0.042
H 7.830690 16.566820 2.831800  0.075
H 2.565500 14.571050 -1.542120  0.071
H 7.584150 10.681260 7.448040  0.064
C 10.886660 14.493290 6.831880  -0.073
H 6.249840 16.747850 1.154180  -0.024
H 7.529690 12.347260 5.808300  0.093
H 3.612400 12.278070 2.613840  -0.025
H 1.955460 14.374600 0.091460  0.062
H 2.680030 12.292540 0.293300  0.074
C 7.822670 19.583850 1.950010  -0.057
H 6.082680 12.253700 8.948790  0.074
H 8.798580 14.121340 6.899450  0.111
C 7.225540 18.638030 2.982830  -0.463
C 2.155620 13.845020 -0.839990  -0.081
O 3.119030 13.034870 2.930190  -0.213
O 2.906840 15.257000 4.248550  -0.118
H 1.200470 13.527270 -1.258100  0.065
O 9.100620 16.239260 6.839870  -0.070
O 5.412050 15.869720 4.121530  -0.038
H 5.947170 13.708750 9.917460  0.081
H 8.183920 17.234370 4.417260  0.055
C 4.915690 13.346260 6.620710  -0.050
C 8.345750 10.674210 6.668280  -0.044
C 9.468970 14.860520 6.460940  -0.417
H 5.711740 16.138460 4.989980  0.080
H 8.765100 12.194120 3.902180  0.032
H 7.407390 13.016550 2.183730  -0.020
H 9.810560 16.663460 7.327350  0.070
H 8.201590 19.049040 1.079090  0.090
H 9.275640 11.065460 7.080980  0.070
H 7.134030 19.168500 3.930630  0.132

Forces on the atoms, in the same order (eV/Å):
H 0.1 0.0 -0.1
C -0.1 1.2 1.5
O -0.4 0.2 -1.1
H -0.1 0.1 0.2
H -0.2 0.3 0.0
H -0.6 0.6 0.5
H 0.0 0.9 0.0
C 0.4 -1.2 0.6
H -0.8 -0.3 -0.4
O 2.6 0.2 -0.9
O 0.8 -0.1 -0.4
C 0.7 0.0 -2.3
H 0.1 -0.4 -0.1
H -0.2 0.5 0.5
H 0.1 0.0 -0.6
H -0.2 -0.6 0.1
O 0.3 0.3 -0.5
C 0.2 -0.7 -0.2
C -3.1 -0.7 1.4
H 0.4 -0.2 0.1
H -0.1 0.4 0.5
H 0.2 -0.4 0.3
C -0.4 0.2 0.1
H 0.0 -0.7 -0.2
H 0.4 0.3 0.7
H 0.4 0.3 0.3
H 0.4 -0.2 -0.4
H -0.2 0.2 -0.3
H -0.4 -0.1 0.2
H -0.3 0.3 0.0
O 1.0 -0.1 0.2
H -0.1 0.4 -0.5
H 0.1 -0.2 -0.2
H -0.3 0.4 -0.2
H -0.5 -0.2 -0.2
H -0.1 0.3 -0.1
O -0.3 -0.3 0.7
H 0.2 -0.2 0.3
C 0.3 1.1 1.4
O -0.4 0.1 0.3
H -0.5 0.2 0.0
H 0.1 0.0 0.0
C 1.6 -1.0 0.8
H 0.1 0.1 0.2
H -0.8 -0.1 -0.2
H 0.0 -0.2 -0.6
H 0.0 0.6 -0.6
H 0.0 0.0 -0.1
H 0.2 0.1 -0.1
H -0.2 0.5 -0.1
C 0.6 -0.9 0.2
H -0.1 0.3 0.1
H 0.0 0.7 0.0
H 0.5 -1.3 -0.2
H 0.2 -0.2 0.1
H -0.1 -1.4 -0.2
C 1.2 0.1 0.0
H -0.8 -0.3 0.1
H -0.3 0.4 0.4
C 1.5 0.6 0.0
C 0.3 -0.1 -1.1
O 0.2 0.6 0.3
O -1.2 0.8 0.8
H -0.1 -0.2 0.1
O -0.2 -1.2 -0.1
O 0.7 -0.1 0.4
H 0.0 0.2 0.0
H -0.6 0.2 0.1
C -1.2 -0.5 0.0
C 0.3 -0.9 0.1
C 0.3 0.8 -1.0
H 0.2 0.0 0.5
H 0.2 0.1 -0.9
H -1.0 0.3 -0.1
H 0.1 -0.3 0.1
H -0.3 -0.2 -0.1
H 0.0 0.4 0.1
H -0.8 0.4 0.0

Values from the calculation:
spin multiplicity: 2
HOMO level (spin up / spin down): 0.02 / -7.14 eV
net charge: -1
HOMO-LUMO gap (spin up / spin down): 2.23 / 9.34 eV

=====

4.
Molecular formula: C22H40BF4NO
Method: DFT, ωB97M-V/def2-TZVPD

Each line ends with the Löwdin charge.
Geometry (Å):
C 3.015539 -0.607327 1.159759  -0.087
H 4.643386 0.481845 1.674223  0.173
H -6.843001 1.346395 2.301315  0.077
H 0.635631 -0.389803 -2.730423  0.114
H -7.968380 -0.105840 0.156694  0.103
C 0.993251 0.446966 -2.134372  -0.147
H 3.996025 1.167327 -1.871174  0.127
F -10.718412 -1.738127 -0.764844  0.063
C -6.051751 0.738788 0.384307  -0.332
H 3.233628 -1.644880 1.387472  0.097
C 1.867183 -0.560541 0.108411  -0.112
F -9.019621 -3.294742 -0.759632  0.057
F -9.926964 -2.571589 1.231328  0.059
C 5.289100 -0.484131 -0.008128  -0.081
H -2.705208 1.792268 -0.942326  0.104
H 5.615855 0.206458 -0.779474  0.119
H -1.987327 -1.886050 -1.160758  0.082
H 1.003351 -0.115768 0.593257  0.105
H -6.979033 2.583253 0.985844  0.080
H 2.637039 -0.185335 2.089583  0.138
C 4.974582 -1.843382 -0.657354  -0.150
H -1.182812 -1.278394 0.263482  0.087
H -3.860150 -0.516149 -1.554687  0.110
H 3.839230 4.722862 2.501446  0.096
H 5.769764 2.162592 0.150096  0.116
O 4.142652 4.500426 1.616515  -0.038
H -3.813108 -0.747961 0.254972  0.115
F -11.159758 -3.920906 -0.173196  0.073
H 2.895092 1.826111 0.870090  0.161
C 4.777423 2.582182 0.335148  -0.102
H -6.924030 -1.104945 1.156590  0.087
H 6.852975 -2.758195 -0.016866  0.123
H 5.598304 -3.865216 -0.554384  0.126
C -6.942107 -0.462292 0.271748  -0.042
H -4.959999 1.842890 -1.049850  0.103
H -2.172662 0.938176 0.503457  0.116
C -1.169753 -1.247377 -0.827866  -0.075
C 4.874263 -3.350717 2.507051  0.128
C -4.999255 0.932702 -0.449822  -0.116
C -1.429956 0.157517 -1.396681  -0.371
H 3.927702 -2.105679 -0.772638  0.108
H 1.351416 1.191398 -2.848678  0.107
C 5.785144 -2.962022 0.028799  -0.201
H 6.160068 -0.606135 0.631454  0.138
C 3.160715 1.315864 -1.183105  -0.085
C 4.770436 3.235242 1.726998  -0.256
H -1.820026 0.038583 -2.408354  0.141
H 4.169059 2.607490 2.405608  0.116
C -3.830846 -0.038643 -0.564945  -0.189
C 5.347869 -3.221259 1.397100  -0.135
H 2.764622 -0.686597 -1.816813  0.120
H -0.256680 -1.724573 -1.187794  0.057
H -6.729502 -1.049375 -0.615202  0.083
H 2.661887 2.233670 -1.480443  0.134
B -10.211540 -2.884748 -0.117098  -1.254
C 3.701917 1.486309 0.219723  -0.265
C -0.201300 1.090806 -1.379494  -0.164
H -0.506292 1.986263 -1.923637  0.114
C 2.217309 0.074216 -1.257712  -0.269
H 5.777548 3.290987 2.148845  0.121
H -5.404703 2.227545 1.735708  0.057
H 5.384319 -1.810940 -1.667441  0.124
C -2.531754 0.799576 -0.519639  -0.195
H 4.630452 3.342454 -0.427253  0.134
H 4.359423 -3.399722 3.428794  0.034
C -6.357481 1.804879 1.444118  -0.052
H 0.038022 1.410831 -0.363723  0.106
H 1.584194 -1.589030 -0.099674  0.111
N 4.217069 0.193491 0.795529  -0.026

Forces on the atoms, in the same order (eV/Å):
C -1.3 -0.6 0.0
H 0.1 -0.2 0.1
H -0.2 0.1 0.0
H 0.0 -0.2 0.1
H 0.0 0.1 0.1
C 0.0 0.7 0.5
H -0.1 0.1 -0.1
F 0.1 0.0 0.0
C 0.0 0.3 0.1
H 0.7 0.1 -0.1
C 0.6 0.0 -0.1
F 0.0 0.0 0.0
F 0.1 0.0 0.0
C 0.2 -0.2 -0.6
H -0.2 0.1 0.2
H -0.2 0.2 0.0
H 0.0 -0.1 0.1
H 0.0 0.2 -0.2
H -0.2 0.1 0.5
H 0.2 0.2 0.0
C 1.1 0.0 0.1
H 0.1 0.2 0.0
H 0.2 -0.5 0.2
H -0.1 0.4 0.0
H 0.0 0.0 -0.1
O 0.1 -0.3 0.2
H -0.3 -0.3 -0.2
F 0.0 0.0 0.0
H -0.2 -0.4 0.1
C 0.3 -0.5 0.5
H -0.3 -0.1 0.0
H 0.1 0.1 0.0
H 0.2 -0.1 0.0
C 0.7 -0.6 1.0
H 0.9 0.7 1.1
H 0.0 0.0 0.0
C -0.2 -0.2 -0.5
C 0.6 0.4 -1.8
C -0.1 -0.5 0.4
C 0.1 0.0 2.0
H -0.1 0.1 0.3
H 0.1 -0.2 -0.2
C -0.7 -0.6 -0.2
H -0.1 0.0 0.3
C 0.1 -1.2 0.6
C -0.3 -0.2 -0.3
H 0.2 0.2 -0.1
H 0.2 -0.1 0.1
C -0.7 0.9 -1.5
C -0.7 0.1 1.5
H 0.0 0.0 0.0
H 0.0 0.1 0.0
H 0.1 -0.1 0.0
H -0.1 0.1 0.2
B 0.0 0.0 0.0
C 0.4 1.8 -0.6
C -0.2 -0.7 -1.1
H 0.1 0.1 0.1
C -0.1 0.4 -0.5
H 0.0 0.3 -0.1
H -0.1 0.2 0.2
H -0.2 0.2 -0.1
C 0.0 -0.3 -1.1
H -0.2 0.1 0.0
H 0.0 -0.2 0.4
C -0.5 0.0 -1.7
H 0.1 -0.1 0.0
H -0.1 -0.1 0.1
N -0.4 0.2 0.3

Values from the calculation:
HOMO level: -6.60 eV
HOMO-LUMO gap: 5.04 eV

=====

5.
Molecular formula: C7H11NO3S
Method: DFT, ωB97M-V/def2-TZVPD

Each line ends with the Löwdin charge.
Geometry (Å):
H -3.014328 1.295757 -1.144391  0.104
H 3.841007 -1.917951 -0.092573  0.065
H -1.238674 -0.564077 -2.435286  0.097
H 0.517533 -1.306506 1.834477  0.130
O -0.935195 1.372692 -0.668737  -0.067
C 1.372917 0.023782 -0.014420  -0.293
H 0.205102 -0.003502 3.138686  0.114
H -2.658537 2.344523 0.314676  0.129
O -0.824739 0.368443 1.403449  -0.072
H -2.065819 2.815519 -1.342808  0.073
N 1.875070 -1.199410 -0.190861  -0.002
C -0.946717 -1.387309 -1.728428  -0.069
C -2.211955 1.967605 -0.714623  -0.078
H -1.210008 -1.170459 2.690867  0.100
S 3.794202 0.518619 0.175196  0.962
C 3.192507 -1.052238 -0.126395  -0.490
O -1.119514 -0.997208 -0.372168  -0.082
C 2.174329 1.145087 0.133396  -0.381
H 0.129653 -1.713655 -1.910339  0.090
C -0.331193 -0.587684 2.299859  -0.076
C -0.718276 0.241345 0.081606  -0.469
H 1.787788 2.127648 0.537051  0.097
H -1.615156 -2.321031 -1.868224  0.116

Forces on the atoms, in the same order (eV/Å):
H 1.0 0.5 0.3
H 0.2 0.2 -0.3
H 0.2 -0.8 0.6
H -2.3 1.6 0.8
O 0.1 -1.2 1.0
C -4.5 2.9 -0.6
H -1.1 -0.9 -1.2
H 1.3 -0.8 -1.8
O -1.6 1.4 -0.3
H -0.1 0.6 -0.5
N 2.0 0.4 0.0
C 0.2 -0.9 -0.9
C -2.5 -0.3 1.8
H 1.1 0.4 -0.2
S -0.3 0.1 -0.2
C -0.2 -0.8 0.5
O -1.1 0.9 0.6
C -0.9 -1.0 1.0
H -1.3 0.6 0.2
C 2.0 -1.6 0.8
C 5.7 -1.8 -1.0
H 0.9 -1.2 -0.9
H 1.0 1.7 0.2

Values from the calculation:
HOMO level: -8.28 eV
HOMO-LUMO gap: 9.13 eV

=====

no.,electronic energy (eV),M (g/mol)
1,-6357.641,74.1
2,-9441.063,102.1
3,-38919.915,408.6
4,-38545.965,421.4
5,-25900.895,189.2